No. 1
DFT (ωB97M-V/def2-TZVPD) results for a molecular structure, C24H18BrNO5RhSTe.

Geometry (Å):
Rh: 0.787 -0.241 0.515
Br: 2.638 1.193 1.439
C: 1.639 2.792 1.253
C: 2.161 3.954 1.726
C: 1.402 5.136 1.591
C: 0.169 5.090 1.012
C: -0.382 3.872 0.539
C: -1.682 3.822 -0.012
C: -2.191 2.637 -0.447
C: -1.429 1.449 -0.377
C: -0.159 1.440 0.143
C: 0.373 2.672 0.641
H: 3.135 3.971 2.196
H: 1.807 6.071 1.957
H: -0.420 5.993 0.909
H: -2.261 4.736 -0.071
H: -3.195 2.593 -0.853
H: -1.871 0.542 -0.754
O: -5.220 -3.625 0.263
C: -4.600 -3.276 -0.756
O: -4.884 -3.368 -1.964
C: -3.231 -2.606 -0.475
C: -2.375 -2.279 -1.518
C: -1.165 -1.672 -1.257
N: -0.784 -1.372 -0.004
C: -1.605 -1.681 1.017
C: -2.816 -2.308 0.816
C: -1.103 -1.309 2.380
O: -1.617 -1.769 3.385
O: -0.081 -0.518 2.358
H: -2.683 -2.508 -2.529
H: -0.467 -1.425 -2.041
H: -3.439 -2.556 1.664
C: 1.696 -2.594 3.532
C: 1.949 -2.986 2.113
C: 2.121 -4.449 1.800
O: 2.050 -2.177 1.207
H: 2.527 -2.955 4.145
H: 0.780 -3.074 3.887
H: 1.577 -1.519 3.622
H: 1.904 -5.084 2.656
H: 3.151 -4.613 1.477
H: 1.474 -4.710 0.962
Te: 2.211 -1.028 -1.590
C: 1.852 0.302 -3.175
C: 2.390 0.258 -4.431
C: 1.962 1.333 -5.263
C: 1.107 2.178 -4.626
S: 0.822 1.663 -3.014
H: 3.067 -0.523 -4.750
H: 2.280 1.466 -6.289
H: 0.628 3.062 -5.013

Its HOMO energy is -4.79 eV. As for the lowest unoccupied orbital energy: 2.01 eV. As for the net charge: -1. The total energy is -4707.2167 Ha. For the relative energy (zero: lowest compared OMol25 entry of this formula, charge and spin), the calculation gives 0.7 kcal per mole.


No. 2
DFT (ωB97M-V/def2-TZVPD) results for 2 unconnected molecules or ions with the total composition C7H10ClFN3O.

Geometry (Å):
C: -2.427 0.722 -2.562
C: -1.011 0.484 -0.735
C: 1.486 1.108 -2.981
C: -1.799 -0.105 -1.723
C: -1.836 2.593 -1.501
C: 1.581 -0.690 1.697
C: 0.485 0.379 1.211
N: -2.377 2.040 -2.484
N: -1.160 1.830 -0.623
N: -0.373 -0.173 0.176
O: 1.151 0.174 -2.365
F: 1.157 2.341 -2.541
Cl: -1.882 4.305 -1.256
H: -3.042 0.321 -3.308
H: -1.831 -1.158 -1.683
H: 2.068 1.165 -4.021
H: 2.152 -0.303 2.675
H: 1.220 -1.760 1.780
H: 2.342 -0.871 0.895
H: 0.962 1.182 0.804
H: -0.174 0.588 1.945
H: -0.642 2.305 0.091
H: -0.194 -1.171 0.047

Its HOMO energy is -13.61 eV. As for the lowest unoccupied orbital energy: -3.76 eV. As for the net charge: +1. The total energy is -1072.0433 Ha. For the relative energy (zero: lowest compared OMol25 entry of this formula, charge and spin), the calculation gives 0.0 kcal per mole.


No. 3
DFT (ωB97M-V/def2-TZVPD) results for a gas-phase ion, H3NOP (charge -1).

Geometry (Å):
N: 0.644 0.851 -0.257
O: 0.933 -0.486 0.402
P: -0.575 -0.458 -0.253
H: -0.935 -1.474 0.658
H: 1.456 1.127 -0.940
H: -1.524 0.440 0.389

Its HOMO energy is -2.07 eV. As for the lowest unoccupied orbital energy: 5.22 eV. As for the net charge: -1. The total energy is -473.0380 Ha. For the relative energy (zero: lowest compared OMol25 entry of this formula, charge and spin), the calculation gives 93.7 kcal per mole.


No. 4
DFT (ωB97M-V/def2-TZVPD) results for CHFN2OS in the gas phase.

Geometry (Å):
C: -2.707 0.093 0.095
N: -3.670 -0.161 -0.609
N: 0.111 -0.218 -0.023
O: -3.651 1.198 0.049
F: -1.616 -2.301 0.203
S: -0.882 -0.903 0.828
H: -0.025 -0.066 -1.001

Its HOMO energy is -9.45 eV. As for the lowest unoccupied orbital energy: -1.56 eV. As for the net charge: 0. The total energy is -721.2715 Ha. For the relative energy (zero: lowest compared OMol25 entry of this formula, charge and spin), the calculation gives 118.6 kcal per mole.


No. 5
DFT (ωB97M-V/def2-TZVPD) results for a gas-phase ion, H2N3 (charge +1).

Geometry (Å):
N: 0.046 -0.518 -0.858
N: -0.661 0.920 0.733
N: -0.161 0.299 -0.076
H: 1.099 -0.503 -1.554
H: -0.621 0.669 1.688

Its HOMO energy (spin up / spin down) is -14.52 / -18.80 eV. As for the lowest unoccupied orbital energy (spin up / spin down): -6.09 / -11.05 eV. As for the net charge: +1. The total energy is -164.8698 Ha. As for the spin multiplicity: 3. For the relative energy (zero: lowest compared OMol25 entry of this formula, charge and spin), the calculation gives 5.9 kcal per mole.


No. 6
DFT (ωB97M-V/def2-TZVPD) results for C6H6N2OS in the gas phase.

Geometry (Å):
C: -1.785 -0.630 0.332
C: -0.994 -1.308 -0.598
C: -1.140 0.333 1.078
C: 0.401 -1.242 -0.734
C: 0.221 0.671 0.737
C: 1.105 -0.297 0.093
N: 0.127 1.944 -0.536
N: 0.422 3.006 -0.228
O: 3.520 -1.159 -0.410
S: 2.738 -0.084 0.256
H: -2.803 -0.905 0.570
H: -1.592 -2.031 -1.078
H: -1.842 0.700 1.829
H: 0.970 -2.008 -1.203
H: 0.741 1.415 1.407
H: -0.088 1.596 -1.515

Its HOMO energy (spin up / spin down) is -7.71 / -7.62 eV. As for the lowest unoccupied orbital energy (spin up / spin down): -1.19 / -1.25 eV. As for the net charge: 0. The total energy is -814.9942 Ha. For the relative energy (zero: lowest compared OMol25 entry of this formula, charge and spin), the calculation gives 101.2 kcal per mole.


No. 7
DFT (ωB97M-V/def2-TZVPD) results for a molecular structure, C4H12O3.

Geometry (Å):
C: -1.087 0.379 1.143
C: -0.857 1.347 -0.820
C: 0.274 0.618 1.739
O: -1.513 -0.818 0.958
H: -0.889 -1.272 0.035
H: -1.852 1.115 1.401
H: 0.500 1.682 1.798
H: -1.900 1.360 -1.132
H: -0.622 2.241 -0.248
H: -0.231 1.426 -1.719
H: 1.060 0.119 1.172
H: 0.263 0.207 2.753
C: 1.063 -1.696 -0.871
O: -0.254 -1.239 -1.008
O: 2.014 -0.651 -0.967
H: 2.004 -0.313 -1.870
H: -0.446 0.090 -0.833
H: 1.238 -2.453 -1.644
H: 1.233 -2.142 0.115

Its HOMO energy is -9.35 eV. As for the lowest unoccupied orbital energy: 0.77 eV. As for the net charge: 0. The total energy is -385.1961 Ha. For the relative energy (zero: lowest compared OMol25 entry of this formula, charge and spin), the calculation gives 78.9 kcal per mole.


No. 8
DFT (ωB97M-V/def2-TZVPD) results for CH3NO2P2 in the gas phase.

Geometry (Å):
C: 0.317 -0.898 0.109
N: 1.002 0.248 0.278
O: 3.441 1.271 0.449
O: -1.930 0.485 -0.360
P: 2.701 0.022 0.174
P: -1.461 -0.889 0.344
H: 0.494 1.095 0.325
H: -2.932 0.483 -0.461
H: -1.632 -1.817 -0.858

Its HOMO energy is -8.81 eV. As for the lowest unoccupied orbital energy: -0.74 eV. As for the net charge: 0. Its structure (SMILES) is O=PNC#[PH]O. The total energy is -927.7882 Ha. For the relative energy (zero: lowest compared OMol25 entry of this formula, charge and spin), the calculation gives 40.0 kcal per mole.


No. 9
DFT (ωB97M-V/def2-TZVPD) results for 4 unconnected molecules or ions with the total composition C23H53N3O4.

Geometry (Å):
C: -3.003 3.245 2.183
C: -3.398 1.847 2.715
C: -3.809 1.959 4.190
C: -5.168 2.573 4.462
C: -6.261 1.814 3.682
C: -5.928 1.695 2.190
N: -4.551 1.287 2.044
O: -4.242 1.131 0.661
C: -6.874 0.607 1.653
C: -6.307 3.056 1.567
C: -2.271 0.803 2.603
H: -2.023 3.543 2.560
H: -3.834 3.910 2.410
H: -2.860 3.350 1.102
H: -3.662 0.962 4.636
H: -3.024 2.381 4.835
H: -5.149 3.604 4.099
H: -5.401 2.640 5.524
H: -7.143 2.452 3.802
H: -6.540 0.915 4.236
H: -7.941 0.815 1.647
H: -6.601 0.312 0.636
H: -6.714 -0.284 2.266
H: -6.105 3.954 2.150
H: -5.709 3.243 0.662
H: -7.305 3.047 1.127
H: -1.683 0.676 3.516
H: -1.616 1.086 1.782
H: -2.655 -0.212 2.498
H: -4.445 0.214 0.447
C: 4.507 -4.921 -4.366
C: 4.652 -3.627 -3.524
C: 3.562 -2.680 -4.022
C: 3.354 -1.409 -3.175
C: 3.168 -1.771 -1.709
C: 4.294 -2.708 -1.209
N: 4.410 -3.873 -2.110
O: 5.354 -4.816 -1.619
C: 5.589 -1.930 -1.015
C: 3.824 -3.239 0.124
C: 6.018 -3.016 -3.926
H: 4.078 -4.750 -5.352
H: 3.862 -5.657 -3.879
H: 5.498 -5.357 -4.496
H: 3.616 -2.377 -5.066
H: 2.609 -3.199 -3.844
H: 2.540 -0.789 -3.553
H: 4.261 -0.803 -3.300
H: 2.141 -2.128 -1.577
H: 3.118 -0.862 -1.099
H: 5.808 -1.384 -1.933
H: 5.596 -1.274 -0.149
H: 6.441 -2.611 -0.932
H: 4.600 -3.808 0.648
H: 3.663 -2.485 0.905
H: 2.867 -3.756 0.063
H: 6.261 -3.328 -4.940
H: 6.838 -3.280 -3.255
H: 6.057 -1.923 -3.928
H: 4.856 -5.640 -1.643
C: 0.355 -1.435 2.591
O: 1.228 -1.025 1.563
H: 0.876 -1.758 3.495
H: -0.474 -0.849 2.994
H: -0.111 -2.372 2.262
H: 0.712 -0.682 0.817
C: -0.914 2.739 -1.827
C: 0.014 1.722 -1.164
C: 0.683 2.358 0.057
O: 1.270 3.608 -0.156
C: 2.353 3.617 -1.057
N: -0.807 0.546 -0.797
H: -1.824 2.977 -1.270
H: -1.331 2.326 -2.754
H: -0.425 3.675 -2.109
H: 0.772 1.409 -1.883
H: 1.376 1.633 0.506
H: -0.077 2.528 0.824
H: 1.992 3.645 -2.094
H: 2.947 2.704 -0.939
H: 2.953 4.512 -0.911
H: -1.733 0.858 -0.506
H: -1.060 0.040 -1.642

Its HOMO energy is -8.47 eV. As for the lowest unoccupied orbital energy: 0.58 eV. As for the net charge: 0. Its structure (SMILES) is CC1(C)CCCC(C)(C)N1O.CC1(C)CCCC(C)(C)N1O.COC[C@H](C)N.CO. The total energy is -1373.1969 Ha. For the relative energy (zero: lowest compared OMol25 entry of this formula, charge and spin), the calculation gives 0.0 kcal per mole.


No. 10
DFT (ωB97M-V/def2-TZVPD) results for C6H10N2O2 in the gas phase.

Geometry (Å):
C: -0.242 1.080 -0.373
C: -1.087 0.005 -0.598
C: 3.529 -0.530 0.087
C: 0.490 1.372 0.903
C: 2.439 0.024 0.852
C: -2.752 -1.538 0.170
N: 1.822 1.156 0.386
N: -1.560 -0.779 0.294
O: 3.778 0.269 -0.986
O: 4.246 -1.520 0.276
H: -0.252 1.657 -1.258
H: -1.302 0.088 -1.707
H: 0.177 2.427 1.357
H: 0.172 0.785 1.780
H: 2.112 -0.570 1.718
H: -2.742 -2.490 0.767
H: -3.563 -0.948 0.339
H: -2.758 -1.751 -0.966
H: 1.943 1.630 -0.485
H: 4.577 -0.036 -1.362

Its HOMO energy (spin up / spin down) is -8.38 / -7.39 eV. As for the lowest unoccupied orbital energy (spin up / spin down): -0.15 / -0.81 eV. As for the net charge: 0. The total energy is -494.4670 Ha. For the relative energy (zero: lowest compared OMol25 entry of this formula, charge and spin), the calculation gives 110.9 kcal per mole.


No. 11
DFT (ωB97M-V/def2-TZVPD) results for 2 unconnected molecules or ions with the total composition C4H11NO2.

Geometry (Å):
O: 1.766 -0.935 -1.451
C: 1.369 0.192 -1.258
C: 0.563 0.587 -0.017
C: -0.826 -0.036 -0.326
C: -1.946 0.292 0.644
N: 0.410 1.992 0.289
H: 1.454 0.950 -2.037
H: 0.911 0.073 0.891
H: -0.766 -1.138 -0.354
H: -1.145 0.127 -1.372
H: -1.630 -0.134 1.602
H: -2.073 1.371 0.729
H: -2.877 -0.221 0.420
H: 0.204 2.683 -0.414
H: 1.175 2.293 0.874
H: 1.564 -3.267 0.933
H: 1.029 -2.162 0.020
O: 0.817 -2.666 0.828

Its HOMO energy is -9.37 eV. As for the lowest unoccupied orbital energy: 0.84 eV. As for the net charge: 0. Its structure (SMILES) is CC[C@H](N)C=O.O. The total energy is -364.2208 Ha. For the relative energy (zero: lowest compared OMol25 entry of this formula, charge and spin), the calculation gives 29.7 kcal per mole.


No. 12
DFT (ωB97M-V/def2-TZVPD) results for a molecular structure, C4H6ErO3.

Geometry (Å):
H: -3.250 0.689 -4.214
O: -3.659 0.189 -3.510
C: -1.251 -0.361 0.334
O: -0.246 -1.136 0.765
O: -2.382 -0.500 0.850
Er: -2.873 -0.435 -1.638
C: 1.148 -0.920 0.479
C: 1.609 0.501 0.564
C: 2.042 1.074 1.687
H: 1.336 -1.324 -0.524
H: 1.682 -1.547 1.203
H: 1.534 1.087 -0.356
H: 2.315 2.130 1.713
H: 1.994 0.553 2.647

Its HOMO energy (spin up / spin down) is -12.79 / -12.81 eV. As for the lowest unoccupied orbital energy (spin up / spin down): -6.30 / -6.19 eV. As for the net charge: +1. The total energy is -1396.4673 Ha. As for the spin multiplicity: 4. For the relative energy (zero: lowest compared OMol25 entry of this formula, charge and spin), the calculation gives 0.0 kcal per mole.